(w)
DFT (ωB97M-V/def2-TZVPD) results for 2 unconnected molecules or ions with the total composition C5H7FN2.

Computed properties:
SMILES   C=C/N=C/C.N#CF
2S+1   1
LUMO   0.69 eV

Cartesian coordinates (Å):
C 0.0538 -1.8114 -1.4509
C 0.2727 -1.5818 -0.1226
N 0.3170 -0.2816 0.4626
C 1.1851 0.6254 0.4033
C 1.0366 1.8272 1.2513
H -0.2718 -0.9353 -1.9923
H -0.0774 -2.6965 -1.9768
H 0.5714 -2.2420 0.7057
H 1.9175 0.6293 -0.3423
H 0.2520 1.6176 2.0191
H 0.7672 2.6672 0.6887
H 2.0042 2.0733 1.6589
N -2.3533 -0.4950 -1.4190
C -2.6223 0.0326 -0.4717
F -3.0525 0.5710 0.5859

---

(x)
DFT (ωB97M-V/def2-TZVPD) results for C5H7FN2 in the gas phase.

Computed properties:
SMILES   N[C@@]1(F)C=CC=NC1
2S+1   1
LUMO   0.24 eV

Cartesian coordinates (Å):
N 1.8238 -0.2541 -0.9229
C 0.9592 -0.0443 0.1699
F 1.6195 -0.1866 1.3889
C 0.1822 1.1879 0.2593
C -1.1305 1.2327 0.1868
C -2.0177 0.1559 0.1960
N -1.5979 -1.0714 0.1276
C -0.2500 -1.3491 -0.0791
H 2.4637 0.6397 -0.9237
H 2.0419 -1.1954 -1.1356
H 0.6160 2.1658 0.5131
H -1.6653 2.1475 0.3474
H -3.0575 0.2851 0.3876
H 0.1153 -1.5599 -1.0523
H -0.1029 -2.1537 0.5370

---

(x) is preferred energetically. Next in line: 27.5 kcal/mol higher.

---

(w)
DFT (ωB97M-V/def2-TZVPD) results for C5H7FN2 in the gas phase.

Computed properties:
SMILES   [H]/N=C/N/C=C\C(=C)F
2S+1   1
LUMO   0.76 eV

Cartesian coordinates (Å):
H 3.9674 -0.4148 -0.0094
N 2.9923 -0.5680 0.1665
C 2.2709 0.3629 -0.3552
N 0.8564 0.3258 -0.3285
C 0.1933 -0.9062 0.1174
C -1.0722 -1.1094 0.1594
C -2.0597 -0.1236 -0.0508
C -2.0672 1.1096 0.4797
F -3.1927 -0.6021 -0.5537
H 2.6009 1.2882 -1.0777
H 0.1792 1.0775 -0.7319
H 0.9450 -1.6526 0.3582
H -1.5392 -2.1207 0.4820
H -2.8276 1.9071 0.2205
H -1.2467 1.4264 1.1235

---

(x)
DFT (ωB97M-V/def2-TZVPD) results for C5H7FN2 in the gas phase.

Computed properties:
SMILES   CCc1c[nH]nc1F
2S+1   1
LUMO   1.01 eV

Cartesian coordinates (Å):
C 0.2491 -1.2585 -0.8742
C 0.9265 -0.3129 0.0913
C 0.6150 1.0863 -0.2064
C -0.1812 2.0281 0.4115
N -0.1335 3.2331 -0.2613
N 0.5117 3.0973 -1.4025
C 0.8820 1.8258 -1.4209
F 1.6437 1.3541 -2.3557
H -0.2986 -2.0273 -0.2952
H 0.8729 -1.7859 -1.5995
H -0.5011 -0.6788 -1.3952
H 2.0518 -0.4834 0.0123
H 0.7424 -0.6104 1.0788
H -0.6052 1.8820 1.4380
H -0.3546 4.1376 -0.0209

---

(y)
DFT (ωB97M-V/def2-TZVPD) results for a molecular structure, C5H7FN2.

Computed properties:
2S+1   1
LUMO   0.97 eV

Cartesian coordinates (Å):
C -0.2024 1.7826 -1.7015
C -0.7608 2.4110 -0.5810
C 0.1775 0.5537 -1.2621
C -0.0359 -2.0109 1.2284
C -0.1395 -0.5839 1.7099
N -0.1267 0.3795 0.0709
N -0.6655 1.5073 0.4541
F 1.1068 -0.2458 2.0889
H -0.0250 2.1357 -2.7434
H -1.0661 3.3624 -0.4088
H 0.8805 -2.1257 0.6276
H 0.2468 -2.5164 2.1995
H -0.9118 -2.1486 0.6430
H 0.3740 -0.3600 -1.7242
H -1.0649 1.2993 1.3225

---

(x) is preferred energetically. Next in line: 23.5 kcal/mol higher.

---

(w)
DFT (ωB97M-V/def2-TZVPD) results for C5H9I in the gas phase.

Computed properties:
SMILES   C=C[C@@H](C)CI
2S+1   1
LUMO   0.53 eV

Cartesian coordinates (Å):
C 1.6907 1.7187 -0.0745
C 1.0671 0.5422 0.0833
C -0.5003 -0.0369 -0.2865
C -0.1240 -1.4566 -0.8574
C -1.4350 -0.2596 0.8151
I -2.1293 1.5610 1.8143
H 2.6646 1.8534 0.3619
H 1.3053 2.5721 -0.7071
H 1.5649 -0.1949 0.5910
H -0.8965 0.6709 -0.9092
H -0.3949 -2.1580 -0.0810
H -0.5787 -1.5981 -1.7730
H 0.9523 -1.6334 -0.9200
H -0.8713 -0.8578 1.5149
H -2.3151 -0.7230 0.4282

---

(x)
DFT (ωB97M-V/def2-TZVPD) results for 2 unconnected molecules or ions with the total composition C5H9I.

Computed properties:
SMILES   C#CC.CCI
2S+1   1
LUMO   0.64 eV

Cartesian coordinates (Å):
C -0.3661 1.6910 -1.4949
C -0.7987 1.8381 -0.3893
C -1.3278 2.0265 0.9424
H 0.0359 1.5604 -2.4529
H -1.6026 3.0720 1.0881
H -2.2148 1.4076 1.0906
H -0.5776 1.7597 1.6883
C 0.6224 -2.1440 -0.6904
C 0.8717 -1.3592 0.5758
I 2.6366 -0.1180 0.4443
H 0.4623 -1.4790 -1.5357
H -0.2733 -2.7519 -0.5570
H 1.4524 -2.8082 -0.9205
H 1.0318 -2.0151 1.4292
H 0.0478 -0.6799 0.7820

---

(x) is preferred energetically. Next in line: 1.3 kcal/mol higher.

---

(w)
DFT (ωB97M-V/def2-TZVPD) results for C6H8N2O in the gas phase.

Computed properties:
SMILES   [H]/N=C/N/C=C1\C=COC1
2S+1   1
LUMO   0.13 eV

Cartesian coordinates (Å):
H 3.8009 -1.2512 0.9652
N 3.4472 -0.7380 0.1992
C 2.3433 -0.3045 0.5274
N 1.7223 0.5646 -0.4381
C 0.5205 1.1574 -0.2306
C -0.5953 0.3304 -0.2922
C -0.9576 -0.8956 -0.7117
C -2.2485 -1.2390 -0.2859
O -2.8098 -0.1635 0.8153
C -1.8995 0.9073 0.1151
H 1.5630 -0.8007 1.2607
H 2.4937 1.2765 -0.9382
H 0.2480 2.2752 0.0637
H -0.5011 -1.8897 -1.1132
H -2.5960 -2.2598 -0.3531
H -2.6491 1.4257 -0.5538
H -1.8819 1.6047 0.9701

---

(x)
DFT (ωB97M-V/def2-TZVPD) results for C6H8N2O in the gas phase.

Computed properties:
SMILES   CC(=O)Nc1ccc[nH]1
2S+1   1
LUMO   0.59 eV

Cartesian coordinates (Å):
C -0.4251 2.9921 -1.3180
C -0.5424 1.4736 -0.9707
O -1.4019 0.7679 -1.5531
N 0.2905 1.0332 0.0042
C 0.2901 -0.3499 0.3570
C -0.6207 -1.4136 0.1832
C -0.0237 -2.5145 0.8676
C 1.0896 -2.0494 1.4631
N 1.3444 -0.7889 1.2019
H -1.2483 3.0624 -2.1346
H -0.7647 3.4487 -0.2038
H 0.6316 3.1368 -1.7313
H 0.7610 1.6128 0.7769
H -1.7695 -1.2398 -0.4674
H -0.4441 -3.4646 0.9811
H 1.8291 -2.7045 1.8331
H 2.1695 -0.5362 1.4366

---

(x) is preferred energetically. Next in line: 71.9 kcal/mol higher.

---

(w)
DFT (ωB97M-V/def2-TZVPD) results for 2 unconnected molecules or ions with the total composition C6H8N2O.

Computed properties:
SMILES   CC#[N+][O-].C=C(C)C#N
2S+1   1
LUMO   0.54 eV

Cartesian coordinates (Å):
C -3.1125 -1.5890 -0.7294
C -1.8285 -1.5648 -1.3561
N -0.7936 -1.5747 -1.8568
O 0.3497 -1.4139 -2.2160
H -3.8695 -1.3331 -1.4494
H -3.0742 -0.8911 0.0685
H -3.2504 -2.6568 -0.3680
C 1.6806 1.4420 0.7380
C 0.3674 1.5580 0.5829
C -0.2079 2.8400 -0.0027
C -0.5858 0.4793 0.9323
N -1.4776 -0.2401 1.1222
H 2.3801 2.2086 0.6033
H 2.1949 0.5459 1.1102
H 0.6772 3.6058 -0.1491
H -1.0873 3.2649 0.4751
H -0.4534 2.6311 -1.0699

---

(x)
DFT (ωB97M-V/def2-TZVPD) results for C6H8N2O in the gas phase.

Computed properties:
2S+1   1
LUMO (spin up / spin down)   0.28 / 0.35 eV

Cartesian coordinates (Å):
C 1.0224 1.5810 -0.0595
C 0.1046 0.6913 0.1028
C 2.4466 -1.0470 0.0527
C -1.5846 -0.9518 -0.8104
C -1.4283 -1.2673 0.6395
C -1.2080 0.1494 0.1513
N 2.4595 1.3892 -0.0332
N 3.0454 0.0935 -0.0323
O 2.6428 -2.2229 -0.0339
H 0.8879 2.6477 -0.2557
H -0.8188 -1.3034 -1.4834
H -2.5729 -0.9318 -1.2433
H -2.3152 -1.4655 1.2206
H -0.5591 -1.8281 0.9441
H -1.9944 0.8554 0.4182
H 2.8512 1.9327 0.7374
H 4.0129 0.1971 -0.3375

---

(y)
DFT (ωB97M-V/def2-TZVPD) results for 2 unconnected molecules or ions with the total composition C6H8N2O.

Computed properties:
2S+1   1
LUMO (spin up / spin down)   0.63 / 0.64 eV

Cartesian coordinates (Å):
C -2.2768 2.1058 -0.2379
C -2.1809 0.8493 -0.3090
C 1.3426 0.2361 0.0166
C -0.4636 -0.4427 1.0246
C 2.1672 1.3027 -0.5715
C -0.3144 -2.8039 0.1370
N 0.3983 0.5639 0.8431
N -0.0570 -1.5156 0.1928
O 1.1070 -1.1057 -0.4647
H -2.0008 3.0411 0.0095
H -1.1226 -0.3979 1.8339
H 1.6946 1.5843 -1.5073
H 3.1465 0.9941 -0.7016
H 2.0006 2.2506 0.0047
H -0.9821 -3.0850 0.9284
H -2.7459 -0.1888 -0.7364
H 0.2873 -3.3884 -0.4623

---

(w) is preferred energetically. Next in line: 41.6 kcal/mol higher.

---

(w)
DFT (ωB97M-V/def2-TZVPD) results for C2H6N2OS in the gas phase.

Computed properties:
SMILES   C/C(=N\S)NO
2S+1   1
LUMO   0.85 eV

Cartesian coordinates (Å):
C 1.0139 -0.6412 0.9373
C 0.0879 -0.1108 -0.1248
N -1.1583 0.1619 -0.0976
S -2.0976 -0.2446 1.3114
N 0.7674 0.2083 -1.3272
O -0.0388 0.7318 -2.3661
H 2.0300 -0.8808 0.5072
H 0.6006 -1.5824 1.3148
H 0.9886 0.0095 1.8424
H -2.8855 0.7852 1.1107
H 1.6046 0.7815 -1.1924
H -0.9128 0.7817 -1.9157

---

(x)
DFT (ωB97M-V/def2-TZVPD) results for C2H6N2OS in the gas phase.

Computed properties:
SMILES   NCC(=S)NO
2S+1   1
LUMO   -0.36 eV

Cartesian coordinates (Å):
N 1.9002 -0.8565 -0.1529
C 0.4005 -0.5908 0.1684
C -0.0698 0.7077 0.1833
S 0.8541 2.0448 0.0865
N -1.4364 0.9208 -0.3956
O -2.2077 -0.0028 0.2582
H 2.4490 -0.6806 0.7729
H 2.3367 -0.3467 -1.0109
H -0.1732 -1.3578 -0.6401
H 0.3040 -1.1690 1.1901
H -1.8197 1.8956 -0.0192
H -2.5376 -0.5647 -0.4408

---

(w) is preferred energetically. Next in line: 36.7 kcal/mol higher.

---

(w)
DFT (ωB97M-V/def2-TZVPD) results for 2 unconnected molecules or ions with the total composition C2H6N2OS.

Computed properties:
SMILES   O/N=N\S.C=C
2S+1   1
LUMO   0.78 eV

Cartesian coordinates (Å):
O 0.9275 -1.8599 -2.4085
N -0.2187 -1.4288 -1.7427
N -0.3726 -0.2494 -1.5710
S 0.6591 0.9510 -2.1105
H 0.9007 -2.8267 -2.4037
H -0.0913 1.9103 -1.5604
C 0.1963 0.9165 1.2760
C -0.3958 -0.2040 0.9089
H 1.2333 0.9404 1.5702
H -0.3196 1.8627 1.2711
H -1.4404 -0.2363 0.6356
H 0.1138 -1.1516 0.9287

---

(x)
DFT (ωB97M-V/def2-TZVPD) results for C2H6N2OS in the gas phase.

Computed properties:
SMILES   CNC(=S)NO
2S+1   1
LUMO   0.76 eV

Cartesian coordinates (Å):
C -0.9664 -0.9028 -2.0049
N -1.0636 0.1477 -1.0430
C -0.1634 0.1588 -0.0129
S 1.0045 -0.9132 0.2575
N -0.3334 1.1402 0.8804
O 0.6116 1.3377 1.8232
H -1.3197 -1.8368 -1.5895
H 0.0339 -1.0667 -2.4032
H -1.5965 -0.6852 -2.9119
H -2.0160 0.2651 -0.7450
H -0.8285 1.9603 0.6526
H 1.3195 0.7220 1.5375

---

(y)
DFT (ωB97M-V/def2-TZVPD) results for C2H6N2OS in the gas phase.

Computed properties:
SMILES   CONC(N)=S
2S+1   1
LUMO   0.47 eV

Cartesian coordinates (Å):
C -2.4984 0.0697 0.6019
O -1.8269 -0.5500 -0.6738
N -0.4471 -0.7500 -0.0345
C 0.6124 0.2445 -0.0512
N 0.1381 1.5530 -0.1017
S 2.2404 -0.3493 0.1297
H -2.0184 1.2866 0.8461
H -3.5110 -0.0441 0.0376
H -2.3435 -0.6826 1.5170
H -0.2760 -1.7601 -0.2827
H -0.5822 1.5799 -0.7354
H 0.9783 2.1021 -0.4181

---

(x) is preferred energetically. Next in line: 50.0 kcal/mol higher.